{"formula": "C4H10N4O", "method": "the ωB97M-V functional and the def2-TZVPD basis", "elements": ["C", "N", "C", "C", "N", "N", "C", "O", "N", "H", "H", "H", "H", "H", "H", "H", "H", "H", "H"], "coordinates": [[-0.04567, -1.74272, -0.78205], [0.77631, 1.11749, -1.33663], [-0.13763, 0.58167, 0.48387], [-0.29783, -0.57807, 0.05509], [2.08859, 0.84710, -1.69341], [-0.34738, 1.62109, 1.28924], [-1.66626, -0.80725, 2.68998], [-0.04896, 0.88405, -2.45951], [-1.55568, -1.26355, 1.53000], [0.49833, 1.15043, -3.21862], [2.28466, -0.15852, -1.64326], [2.70027, 1.34052, -1.05124], [0.44324, 2.20637, 1.51979], [-1.21424, 2.11927, 1.12115], [1.01225, -2.01922, -0.76387], [-0.63249, -2.59224, -0.42677], [-0.35550, -1.53733, -1.81155], [-1.18487, 0.12406, 3.05649], [-2.31716, -1.29315, 3.44129]], "atomic_forces_ev_per_a": [[-0.3, -0.1, -0.4], [0.1, 2.3, 0.2], [0.5, -0.8, -1.3], [-0.6, 0.0, 2.3], [-0.1, -0.8, 0.0], [-0.2, 0.3, -0.2], [0.2, 0.6, -0.1], [0.1, -0.4, -0.1], [-0.1, -0.8, 0.0], [0.0, -0.1, 0.2], [0.2, 0.1, -0.1], [-0.1, -0.1, -0.1], [-0.1, -0.1, -0.1], [0.3, 0.1, 0.0], [-0.1, 0.1, 0.0], [0.1, 0.1, 0.1], [0.2, 0.0, 0.0], [0.0, -0.3, -0.2], [0.1, -0.1, -0.3]], "mulliken_charge": [-1.401, -0.170, 0.727, 0.263, -0.562, -0.395, -0.303, -0.438, -0.524, 0.385, 0.222, 0.251, 0.250, 0.261, 0.265, 0.392, 0.299, 0.218, 0.259], "e_homo_ev": [-7.091, -6.389], "energy_ha": -452.36707, "e_above_lowest_kcal_mol": 207.6, "homo_lumo_gap_ev": [7.8560, 7.1760], "total_charge": 0}

{"formula": "C17H17N5O3S", "method": "the ωB97M-V functional and the def2-TZVPD basis", "elements": ["O", "C", "C", "S", "C", "N", "C", "C", "C", "N", "N", "C", "C", "C", "C", "C", "C", "C", "O", "N", "N", "C", "C", "O", "C", "C", "H", "H", "H", "H", "H", "H", "H", "H", "H", "H", "H", "H", "H", "H", "H", "H", "H"], "coordinates": [[-0.46458, 1.78525, 1.53851], [0.64045, 1.79361, 1.03935], [1.78493, 0.95358, 1.60832], [1.15535, -0.03559, 2.98828], [-0.01261, -1.00982, 2.13082], [0.03417, -1.06737, 0.83853], [-0.91868, -1.85659, 0.28640], [-1.87238, -2.59996, 0.99988], [-2.60635, -3.27359, 0.00227], [-2.14582, -2.97779, -1.18556], [-1.12098, -2.11362, -1.02814], [-0.43790, -1.63956, -2.15258], [0.43914, -0.56474, -2.06324], [1.10028, -0.13345, -3.19914], [0.88918, -0.75505, -4.41836], [0.00501, -1.81843, -4.50354], [-0.65811, -2.26449, -3.37713], [-1.90737, -2.54219, 2.43395], [-2.63877, -3.10312, 3.21368], [-0.89354, -1.68038, 2.91077], [0.93306, 2.50460, -0.06991], [2.24144, 2.75959, -0.62943], [2.58810, 4.24169, -0.41597], [1.61671, 5.07417, -0.99801], [0.33781, 4.83155, -0.45153], [-0.07913, 3.37155, -0.64819], [2.18883, 0.27006, 0.86220], [2.57285, 1.57842, 2.02825], [-3.43168, -3.94530, 0.12255], [0.58902, -0.08017, -1.11326], [1.78896, 0.69642, -3.13424], [1.41037, -0.41069, -5.29885], [-0.16617, -2.30499, -5.45186], [-1.35051, -3.08940, -3.42080], [-0.85527, -1.55254, 3.91556], [3.00182, 2.12458, -0.18162], [2.19706, 2.56263, -1.70633], [3.53445, 4.48994, -0.89876], [2.66458, 4.44537, 0.66405], [-0.34712, 5.50262, -0.97032], [0.33755, 5.06837, 0.62309], [-1.02840, 3.16986, -0.15231], [-0.16141, 3.14681, -1.71625]], "atomic_forces_ev_per_a": [[-0.2, 0.2, 0.1], [0.2, -0.1, 0.0], [-0.5, -0.4, 0.4], [0.4, 0.2, 0.2], [0.2, 0.1, -0.4], [0.2, 0.1, 0.0], [-0.5, -0.5, 0.8], [0.4, 0.3, -0.4], [0.3, 0.2, 0.1], [-0.6, -0.5, -0.4], [-0.1, 0.1, 0.9], [0.4, 0.2, -0.7], [-0.1, 0.0, 0.1], [0.0, 0.0, -0.1], [0.1, 0.1, -0.1], [0.0, 0.1, 0.0], [0.0, -0.1, 0.1], [0.1, 0.0, -0.2], [-0.2, -0.1, 0.1], [0.1, 0.1, 0.2], [-0.1, 0.2, -0.3], [0.3, 0.4, 0.1], [0.2, -0.3, -0.1], [0.1, 0.1, -0.1], [-0.3, -0.2, 0.0], [-0.2, 0.3, 0.1], [0.1, 0.2, 0.0], [0.0, 0.0, 0.0], [-0.2, -0.2, 0.0], [0.0, 0.1, 0.0], [0.0, 0.1, 0.0], [0.0, 0.0, -0.1], [0.0, -0.1, -0.1], [0.0, 0.0, 0.0], [-0.1, 0.0, -0.1], [0.0, 0.0, 0.0], [0.1, 0.0, 0.1], [0.0, 0.0, 0.1], [0.0, 0.0, -0.1], [0.0, 0.0, 0.1], [0.0, 0.0, -0.1], [0.1, 0.0, -0.1], [0.0, 0.0, 0.0]], "mulliken_charge": [-0.677, 0.832, -0.849, -0.289, 0.215, -0.233, 0.957, -0.100, -0.571, -1.264, 0.820, 0.362, 0.276, -0.396, -0.630, -0.544, -0.610, 0.069, -0.671, -0.109, 0.223, -0.528, -0.744, -0.396, -0.556, -0.722, 0.382, 0.543, 0.527, 0.168, 0.269, 0.405, 0.377, 0.450, 0.233, 0.557, 0.077, 0.376, 0.355, 0.356, 0.327, 0.446, 0.289], "smiles": "O=C(CSc1nc2c(cnn2-c2ccccc2)c(=O)[nH]1)N1CCOCC1", "e_homo_ev": -8.554, "energy_ha": -1555.74052, "e_above_lowest_kcal_mol": 0.0, "homo_lumo_gap_ev": 8.8915, "total_charge": 0}

{"formula": "C10H27Cl2IrOP2S", "method": "the ωB97M-V functional and the def2-TZVPD basis", "elements": ["C", "C", "H", "H", "H", "O", "Cl", "Ir", "P", "C", "C", "H", "H", "H", "H", "H", "H", "C", "H", "H", "H", "P", "C", "C", "H", "H", "H", "C", "H", "H", "H", "H", "H", "H", "Cl", "C", "S", "C", "H", "H", "H", "H", "H", "H"], "coordinates": [[1.12120, -0.07326, -6.13498], [0.95726, 0.21098, -4.68074], [2.18766, -0.06399, -6.37601], [0.61623, 0.70774, -6.71881], [0.69454, -1.04920, -6.37188], [1.82171, 0.64944, -3.94819], [-0.67181, -0.18091, -4.07680], [-0.55514, -0.04075, -0.15124], [-0.26788, 2.18992, -0.33367], [1.01975, 2.97216, 0.69205], [0.03938, 2.66621, -2.03296], [0.01939, 3.75953, -2.14714], [-1.81247, 4.00597, -0.03916], [-0.72479, 2.20574, -2.67617], [-2.67307, 2.43756, -0.25781], [2.00454, 2.65924, 0.31996], [1.01288, 2.25743, -2.35348], [-1.83455, 2.94432, 0.23516], [0.93961, 4.06462, 0.60575], [-1.94612, 2.84500, 1.32456], [0.92504, 2.69076, 1.74907], [-0.07019, -2.22934, -0.05127], [1.28276, -2.81785, 1.02383], [-1.54668, -3.07154, 0.62618], [-0.36854, -2.25176, -2.44257], [0.13013, -3.86676, -1.81355], [1.32390, -2.53532, -1.96821], [0.28004, -2.78380, -1.72763], [-2.43547, -2.73043, 0.08306], [-1.40831, -4.15266, 0.50565], [1.28702, -3.91669, 1.04334], [1.16817, -2.44380, 2.05141], [-1.67148, -2.83392, 1.69283], [2.24064, -2.46793, 0.61582], [-2.65931, -0.21477, -1.15658], [-2.02669, 0.08219, 3.73476], [-0.93925, 0.12329, 2.00684], [0.76966, 0.21326, 2.60010], [-3.07452, 0.04966, 3.41884], [-1.79367, 1.01541, 4.27126], [-1.71792, -0.82319, 4.27764], [0.88273, 1.12262, 3.20503], [0.94794, -0.63477, 3.25900], [1.46706, 0.20670, 1.75032]], "atomic_forces_ev_per_a": [[0.2, 0.0, -0.1], [2.4, 0.8, 0.7], [-0.2, 0.1, 0.1], [0.0, -0.2, 0.1], [-0.1, 0.2, -0.1], [-2.1, -0.9, -1.0], [-0.1, 0.1, 0.2], [-2.4, 0.1, -1.0], [0.6, 2.7, 0.1], [0.2, -0.1, -0.1], [0.1, 0.0, -0.5], [0.0, -0.3, 0.1], [-0.1, -0.2, 0.1], [0.2, 0.2, 0.2], [0.2, 0.3, 0.1], [-0.2, 0.1, 0.1], [-0.3, 0.2, 0.1], [0.0, 0.0, -0.2], [0.0, -0.3, 0.0], [0.1, 0.0, -0.3], [0.0, 0.2, -0.4], [0.9, -2.7, 0.5], [0.2, 0.2, -0.2], [0.0, 0.1, -0.3], [0.2, -0.3, 0.3], [0.1, 0.2, 0.0], [-0.3, -0.1, 0.1], [0.0, -0.1, -0.3], [0.2, -0.2, 0.1], [-0.1, 0.2, 0.0], [0.0, 0.3, 0.0], [0.0, -0.2, -0.4], [0.1, -0.1, -0.3], [-0.2, -0.1, 0.2], [0.5, 0.0, 0.1], [0.5, 0.2, -0.8], [-0.3, -0.1, 2.6], [-0.1, 0.3, 0.9], [0.4, 0.0, -0.1], [0.1, -0.4, -0.3], [0.0, 0.4, -0.3], [0.1, -0.2, -0.2], [0.1, -0.1, 0.0], [-0.3, 0.0, 0.3]], "lowdin_spin": [0.000, 0.000, 0.000, 0.000, 0.000, 0.002, 0.013, 1.885, 0.220, 0.032, 0.035, 0.007, 0.006, 0.000, 0.002, 0.001, 0.002, 0.044, 0.006, 0.005, 0.001, 0.223, 0.031, 0.042, 0.003, 0.007, 0.001, 0.041, 0.002, 0.006, 0.006, 0.000, 0.003, 0.001, 0.457, 0.184, 0.585, 0.077, 0.001, 0.014, 0.014, 0.011, 0.011, 0.020], "e_homo_ev": [-14.966, -15.949], "s2": 6.0182, "energy_ha": -2577.43148, "e_above_lowest_kcal_mol": 0.0, "homo_lumo_gap_ev": [8.5815, 6.1054], "multiplicity": 5, "total_charge": 2}

- Which formula does entry 3 have?
  C10H27Cl2IrOP2S